Entry from OMol25: a single C4H7NOS2 molecule at a distorted geometry (ωB97M-V with the def2-TZVPD basis set).

Last column: Mulliken charge in e.
Element x y z (Å)
C: -1.918 -0.640 1.397  -0.83
S: -0.889 -0.908 -0.192  -0.13
C: 0.279 0.488 0.055  0.42
N: -0.202 1.740 -0.286  -0.26
O: -1.508 2.032 -0.346  -0.36
C: 1.619 0.176 -0.116  0.26
C: 1.904 -0.829 -1.233  -1.26
S: 2.849 0.573 0.933  -0.22
H: -2.672 0.222 1.454  0.26
H: -2.344 -1.580 1.457  0.37
H: -1.012 -0.796 2.129  0.27
H: -1.575 3.069 -0.818  0.39
H: 2.920 -1.123 -1.230  0.38
H: 1.108 -1.814 -1.077  0.27
H: 1.440 -0.609 -2.128  0.43

Cartesian forces (eV/Å) of the 2 atoms listed first:
C 3.0 0.8 -0.1
S -0.9 1.3 1.7

Output
LUMO level: -0.77 eV
SMILES: CS/C(=N\O)C(C)=S
HOMO level: -8.612 eV
ΔE to the lowest compared entry with this formula, charge and spin: 5.578 eV
Kohn-Sham gap: 0.28818 Eh


Entry from OMol25: 2 unconnected molecules or ions with the total composition C4H10N2O2 at a distorted geometry (ωB97M-V with the def2-TZVPD basis set).

Last column: Mulliken charge in e.
Element x y z (Å)
C: 2.313 1.285 -0.561  -0.82
C: 2.403 -0.326 -0.002  -0.35
C: -1.058 -0.658 -0.067  0.47
C: -2.159 1.545 0.148  -0.61
H: 3.208 1.284 -1.080  0.39
H: 1.240 1.345 -1.020  0.21
H: 2.447 2.142 0.346  0.21
H: 2.103 -0.990 -1.026  0.32
H: 3.504 -0.555 0.563  0.27
H: 0.764 0.202 1.451  0.32
H: -0.413 -2.256 0.637  0.39
H: -2.716 1.041 -0.883  0.26
H: -3.004 1.461 1.092  0.23
H: -1.621 2.642 -0.141  0.22
N: 1.189 -0.721 0.928  -0.33
N: 0.271 -1.167 -0.265  -0.35
O: -2.034 -1.265 -0.536  -0.54
O: -1.056 0.743 0.326  -0.28

Cartesian forces (eV/Å) of the 2 atoms listed first:
C -2.5 -1.3 4.6
C -0.1 0.7 -0.1

Output
LUMO level: -0.32 eV
HOMO level: -9.311 eV
ΔE to the lowest compared entry with this formula, charge and spin: 9.935 eV
Kohn-Sham gap: 0.33046 Eh


Entry from OMol25: a single C5H8O molecule (ωB97M-V with the def2-TZVPD basis set).

Last column: Mulliken charge in e.
Element x y z (Å)
O: -1.751 -1.837 -0.406  -0.47
C: -1.581 -1.334 0.679  0.01
C: -0.572 -0.239 0.936  -0.67
C: -0.081 0.367 -0.357  0.11
C: 1.033 1.371 -0.419  -0.55
C: 1.233 -0.018 -0.967  -0.65
H: -2.197 -1.640 1.552  0.34
H: -1.053 0.505 1.585  0.30
H: 0.246 -0.670 1.536  0.28
H: -0.886 0.519 -1.067  0.36
H: 0.920 2.192 -1.122  0.24
H: 1.549 1.638 0.500  0.25
H: 1.261 -0.163 -2.042  0.23
H: 1.879 -0.692 -0.408  0.24

Cartesian forces (eV/Å) of the 2 atoms listed first:
O -0.1 0.1 0.6
C 0.0 -0.1 -0.4

Output
LUMO level: 1.11 eV
SMILES: O=CCC1CC1
HOMO level: -9.820 eV
ΔE to the lowest compared entry with this formula, charge and spin: 1.310 eV
Kohn-Sham gap: 0.40150 Eh


Entry from OMol25: a gas-phase ion, C6H10IN5 (charge +2) at a distorted geometry (ωB97M-V with the def2-TZVPD basis set).

Last column: Mulliken charge in e.
Element x y z (Å)
N: -2.166 -2.298 0.728  -0.32
C: -1.050 -1.602 0.606  0.57
N: 0.029 -1.918 1.402  -0.38
C: -0.825 -0.585 -0.380  0.40
C: -1.515 -0.460 -1.654  -0.52
C: -1.229 0.707 -2.233  -1.09
C: -0.232 1.304 -1.454  0.10
N: -0.049 0.590 -0.403  0.31
N: 0.755 1.092 0.542  -0.59
C: 2.117 1.304 0.464  0.35
N: 2.694 2.225 1.253  -0.34
I: 3.197 0.029 -0.710  0.39
H: -2.996 -2.271 0.169  0.23
H: -2.188 -2.946 1.469  0.20
H: 0.951 -1.585 1.030  0.15
H: -0.108 -2.809 1.893  0.25
H: -2.143 -1.191 -2.005  0.53
H: -1.528 1.075 -3.124  0.53
H: 0.188 2.190 -1.764  0.48
H: 0.400 1.811 1.203  0.24
H: 2.033 2.937 1.563  0.23
H: 3.664 2.399 1.405  0.27

Cartesian forces (eV/Å) of the 2 atoms listed first:
N 0.8 0.7 -0.3
C 2.3 0.1 0.3

Output
LUMO level: -7.77 eV
SMILES: NC(=[NH2+])c1cccn1/[NH+]=C(/N)I
HOMO level: -16.279 eV
charge: +2
ΔE to the lowest compared entry with this formula, charge and spin: 0.000 eV
Kohn-Sham gap: 0.31263 Eh


Entry from OMol25: a gas-phase ion, C4H9N2S (charge +1) at a distorted geometry (ωB97M-V with the def2-TZVPD basis set).

Last column: Mulliken charge in e.
Element x y z (Å)
C: -1.190 -1.162 0.916  -0.19
N: -1.274 -0.971 -0.361  0.05
C: -0.582 0.011 -1.158  -0.61
C: -0.259 1.223 -0.412  -0.42
C: 0.939 1.473 0.178  -0.09
N: 2.057 0.661 0.194  -0.29
S: 2.045 -1.012 -0.170  -0.18
H: -0.452 -0.574 1.414  0.31
H: -1.635 -1.916 1.399  0.32
H: -1.982 -1.427 -0.899  0.31
H: -1.092 0.272 -2.192  0.34
H: 0.346 -0.355 -1.376  0.32
H: -1.004 2.110 -0.453  0.23
H: 0.992 2.498 0.544  0.37
H: 2.570 0.953 1.015  0.29
H: 2.890 -1.029 -1.222  0.22

Cartesian forces (eV/Å) of the 2 atoms listed first:
C 2.5 2.6 -3.8
N -1.3 -0.3 1.4

Output
LUMO level: -5.02 eV
SMILES: C=[NH+]C/C=C\NS
HOMO level: -12.667 eV
charge: +1
ΔE to the lowest compared entry with this formula, charge and spin: 3.539 eV
Kohn-Sham gap: 0.28112 Eh


Entry from OMol25: a molecular structure, C3H3CoLiO4 at a distorted geometry (ωB97M-V with the def2-TZVPD basis set).

Last column: Mulliken spin population.
Element x y z (Å)
C: -1.066 0.429 -1.028  0.03
O: -2.078 -0.241 -1.089  0.02
O: -0.721 1.414 -1.771  -0.04
C: 0.067 0.049 -0.029  0.01
O: 1.118 0.671 -0.008  0.00
O: -0.235 -0.929 0.766  0.00
C: 0.704 -1.291 1.788  0.00
H: 0.884 -0.432 2.445  0.00
H: 0.237 -2.109 2.341  0.00
H: 1.644 -1.620 1.329  0.00
Co: -1.583 1.940 -3.433  3.99
Li: 1.026 2.119 -1.309  -0.01

Cartesian forces (eV/Å) of the 2 atoms listed first:
C -1.4 -3.3 1.3
O 1.1 1.3 -0.2

Output
LUMO level (spin up / spin down): -4.17 / -6.37 eV
HOMO level (spin up / spin down): -12.298 / -14.562 eV
charge: +1
ΔE to the lowest compared entry with this formula, charge and spin: 0.000 eV
Kohn-Sham gap (spin up / spin down): 0.29857 / 0.30111 Eh
2S+1: 5


Entry from OMol25: a molecular structure, INi at a distorted geometry (ωB97M-V with the def2-TZVPD basis set).

Last column: Mulliken spin population.
Element x y z (Å)
Ni: -0.372 -1.140 -0.033  1.38
I: 0.372 1.140 0.033  0.62

Atomic forces in eV per Å
Ni 0.4 1.3 0.0
I -0.4 -1.3 0.0

Output
LUMO level (spin up / spin down): -7.06 / -8.46 eV
HOMO level (spin up / spin down): -15.872 / -15.556 eV
charge: +1
Kohn-Sham gap (spin up / spin down): 0.32379 / 0.26060 Eh
2S+1: 3


Entry from OMol25: a gas-phase ion, C6H10NO2 (charge +1) at a distorted geometry (ωB97M-V with the def2-TZVPD basis set).

Last column: Mulliken spin population.
Element x y z (Å)
C: -0.929 -0.854 -0.426  0.21
C: -0.466 -0.587 -1.780  0.56
C: -0.205 -0.833 2.101  0.00
C: -0.651 0.484 1.706  0.03
C: -0.912 0.503 -2.313  0.48
C: 0.100 -0.495 0.673  0.01
N: 1.334 -0.102 0.048  0.05
O: -2.026 -1.172 -0.032  0.44
O: -0.553 0.885 -3.581  0.20
H: 0.170 -1.241 -2.362  0.01
H: 1.061 -0.099 -0.973  0.01
H: 0.557 -1.007 2.781  0.00
H: -1.009 -1.649 1.999  0.00
H: -1.704 0.731 1.531  0.00
H: -0.028 1.294 2.040  0.00
H: -1.641 1.119 -1.724  0.01
H: 1.900 -0.885 0.152  0.00
H: 1.658 0.787 0.438  0.00
H: -1.073 1.594 -4.109  0.00

Cartesian forces (eV/Å) of the 2 atoms listed first:
C 4.1 -0.6 1.8
C 2.0 -6.1 2.7

Output
LUMO level (spin up / spin down): -3.54 / -7.62 eV
HOMO level (spin up / spin down): -9.255 / -13.445 eV
charge: +1
ΔE to the lowest compared entry with this formula, charge and spin: 3.072 eV
Kohn-Sham gap (spin up / spin down): 0.20995 / 0.21412 Eh
2S+1: 3


Please write out number 4 again, unchanged.
Entry from OMol25: a gas-phase ion, C6H10IN5 (charge +2) at a distorted geometry (ωB97M-V with the def2-TZVPD basis set).

Last column: Mulliken charge in e.
Element x y z (Å)
N: -2.166 -2.298 0.728  -0.32
C: -1.050 -1.602 0.606  0.57
N: 0.029 -1.918 1.402  -0.38
C: -0.825 -0.585 -0.380  0.40
C: -1.515 -0.460 -1.654  -0.52
C: -1.229 0.707 -2.233  -1.09
C: -0.232 1.304 -1.454  0.10
N: -0.049 0.590 -0.403  0.31
N: 0.755 1.092 0.542  -0.59
C: 2.117 1.304 0.464  0.35
N: 2.694 2.225 1.253  -0.34
I: 3.197 0.029 -0.710  0.39
H: -2.996 -2.271 0.169  0.23
H: -2.188 -2.946 1.469  0.20
H: 0.951 -1.585 1.030  0.15
H: -0.108 -2.809 1.893  0.25
H: -2.143 -1.191 -2.005  0.53
H: -1.528 1.075 -3.124  0.53
H: 0.188 2.190 -1.764  0.48
H: 0.400 1.811 1.203  0.24
H: 2.033 2.937 1.563  0.23
H: 3.664 2.399 1.405  0.27

Cartesian forces (eV/Å) of the 2 atoms listed first:
N 0.8 0.7 -0.3
C 2.3 0.1 0.3

Output
LUMO level: -7.77 eV
SMILES: NC(=[NH2+])c1cccn1/[NH+]=C(/N)I
HOMO level: -16.279 eV
charge: +2
ΔE to the lowest compared entry with this formula, charge and spin: 0.000 eV
Kohn-Sham gap: 0.31263 Eh